A molecular structure, C50H47BrN5O3PV in a non-equilibrium geometry. Source: the Open Molecules 2025 dataset; level of theory: wB97M-V/def2-TZVPD.

The geometry in ORCA input format:
```
! wB97M-V def2-TZVPD RIJCOSX def2/J DEFGRID3
* xyz 0 4
V -0.44 -1.63 0.11
O -0.89 -5.46 -3.76
C -0.21 -5.98 -2.70
C 0.07 -7.33 -2.62
C 0.74 -7.85 -1.53
C 1.14 -7.01 -0.51
C 0.87 -5.66 -0.58
C 0.18 -5.13 -1.66
C -0.21 -3.65 -1.69
O 0.55 -2.85 -0.93
N -1.62 -3.59 -1.28
N -1.94 -2.71 -0.34
C -3.15 -2.69 0.15
C -3.63 -1.65 0.98
Br -2.31 -0.27 1.26
C -4.91 -1.52 1.42
C -5.42 -0.50 2.31
C -4.67 -0.03 3.39
C -5.15 0.96 4.22
C -6.40 1.51 4.00
C -7.18 1.03 2.97
C -6.71 0.03 2.14
H -1.00 -6.14 -4.44
H -0.25 -7.99 -3.43
H 0.95 -8.91 -1.49
H 1.68 -7.42 0.34
H 1.17 -4.97 0.20
H -0.20 -3.32 -2.76
H -2.23 -4.39 -1.45
H -3.87 -3.47 -0.12
H -5.64 -2.21 1.02
H -3.71 -0.48 3.60
H -4.54 1.31 5.04
H -6.77 2.30 4.65
H -8.17 1.44 2.80
H -7.33 -0.34 1.33
C 3.67 -1.71 -0.17
C 3.90 -0.25 0.03
C 5.15 0.31 -0.23
C 5.41 1.64 0.06
C 4.42 2.43 0.62
C 3.17 1.89 0.85
C 2.89 0.56 0.55
P 1.27 -0.20 0.96
C 0.36 1.35 1.35
C 0.03 2.01 0.16
C -0.82 3.10 0.14
C -1.33 3.57 1.34
C -0.95 2.97 2.52
C -0.13 1.85 2.56
C 0.19 1.21 3.88
C 1.76 -1.05 2.48
C 2.87 -0.70 3.25
C 3.19 -1.42 4.38
C 2.41 -2.50 4.75
C 1.33 -2.88 3.97
C 0.99 -2.17 2.81
C -0.17 -2.58 1.97
H 4.37 -2.14 -0.88
H 2.64 -1.92 -0.48
H 3.81 -2.22 0.79
H 5.93 -0.31 -0.64
H 6.39 2.05 -0.12
H 4.62 3.45 0.89
H 2.40 2.51 1.30
H 0.46 1.64 -0.76
H -1.07 3.56 -0.80
H -2.02 4.41 1.34
H -1.32 3.38 3.46
H -0.29 1.76 4.69
H 1.26 1.19 4.06
H -0.16 0.18 3.88
H 3.49 0.14 2.95
H 4.05 -1.14 4.98
H 2.64 -3.05 5.65
H 0.73 -3.73 4.26
H -1.08 -2.41 2.58
H -0.13 -3.67 1.84
C 0.67 6.71 -0.57
C 0.87 5.78 -1.73
C 0.46 6.12 -3.01
C 0.66 5.26 -4.07
C 1.28 4.02 -3.87
N 1.52 3.22 -5.00
C 1.99 1.94 -5.07
O 2.71 1.58 -5.98
N 1.61 1.05 -4.08
C 0.38 0.89 -3.45
C -0.76 1.65 -3.72
C -1.93 1.33 -3.06
C -1.95 0.28 -2.16
N -0.86 -0.43 -1.87
C 0.26 -0.14 -2.51
C 1.69 3.67 -2.59
C 1.49 4.55 -1.54
H 0.33 7.68 -0.91
H 1.60 6.83 -0.02
H -0.07 6.29 0.11
H -0.02 7.07 -3.18
H 0.35 5.54 -5.07
H 1.71 3.75 -5.85
H 2.18 0.21 -4.09
H -0.75 2.45 -4.45
H -2.84 1.88 -3.25
H -2.86 0.01 -1.64
H 1.12 -0.76 -2.27
H 2.20 2.74 -2.41
H 1.83 4.27 -0.55
*
```

Output
Lowest unoccupied orbital energy (alpha / beta)   0.13 / -0.11 eV
Energy above the lowest of the compared OMol25 structures with the same formula, charge and spin   0.0 kJ/mol
HOMO level (alpha / beta)   -6.1 / -7.4 eV


13 unconnected molecules or ions with the total composition H26O13 in a non-equilibrium geometry. Source: the Open Molecules 2025 dataset; level of theory: wB97M-V/def2-TZVPD.

The geometry in ORCA input format:
```
! wB97M-V def2-TZVPD RIJCOSX def2/J DEFGRID3
* xyz 0 1
O 2.04 -1.52 -1.47
H 2.14 -2.39 -1.82
H 2.94 -1.24 -1.29
O -2.38 2.51 1.52
H -2.60 1.71 1.09
H -1.52 2.38 1.90
O 2.81 2.03 1.17
H 2.10 2.70 0.96
H 2.71 1.96 2.12
O -1.37 3.04 -0.96
H -1.55 2.80 -0.02
H -2.26 3.15 -1.33
O -0.07 -2.77 1.38
H -0.55 -2.65 0.57
H -0.02 -3.70 1.58
O -1.55 -1.92 -0.80
H -1.11 -2.14 -1.58
H -1.09 -1.14 -0.55
O -0.05 0.04 -0.31
H 0.21 0.60 0.37
H 0.68 -0.47 -0.50
O 0.11 1.65 2.36
H 0.58 0.81 2.27
H -0.03 1.80 3.27
O 0.44 1.51 -2.60
H -0.33 2.04 -2.61
H 0.34 1.12 -1.77
O -3.31 0.35 -0.31
H -3.68 -0.54 -0.41
H -2.54 0.29 -0.85
O 3.16 -3.28 0.43
H 2.57 -2.57 0.13
H 3.65 -2.94 1.22
O 1.66 -0.68 1.97
H 1.47 -1.62 2.08
H 2.55 -0.61 2.29
O -2.11 0.27 -3.17
H -2.73 -0.46 -3.43
H -1.31 -0.14 -2.88
*
```

Output
Lowest unoccupied orbital energy   -0.24 eV
Energy above the lowest of the compared OMol25 structures with the same formula, charge and spin   190.7 kJ/mol
HOMO level   -10.4 eV


C21H34N2O3S in the gas phase in a non-equilibrium geometry. Source: the Open Molecules 2025 dataset; level of theory: wB97M-V/def2-TZVPD.

The geometry in ORCA input format:
```
! wB97M-V def2-TZVPD RIJCOSX def2/J DEFGRID3
* xyz 0 1
C -4.79 -2.15 2.15
C -4.14 -1.56 0.90
C -4.62 -0.14 0.62
H -4.34 0.51 1.46
H -5.71 -0.14 0.55
C -4.06 0.45 -0.67
N -2.62 0.63 -0.61
C -2.03 1.84 -0.52
O -2.64 2.88 -0.59
C -0.53 1.74 -0.29
C -0.26 1.65 1.22
C 1.23 1.43 1.45
H 1.44 1.40 2.52
C 2.10 2.51 0.81
C 1.72 2.75 -0.65
C 0.22 2.95 -0.84
H -0.12 3.85 -0.32
H -0.01 3.08 -1.90
H 2.26 3.61 -1.04
H 2.02 1.87 -1.23
C 3.58 2.11 0.92
N 3.93 1.03 0.01
S 3.89 -0.57 0.55
O 3.77 -0.57 1.98
O 5.05 -1.21 -0.02
C 2.42 -1.24 -0.24
C 1.44 -1.92 0.48
C 0.26 -2.27 -0.17
C 0.06 -2.00 -1.51
C 1.09 -1.41 -2.23
C 2.28 -1.03 -1.61
C 3.38 -0.46 -2.45
H 3.27 -0.80 -3.48
H 3.35 0.63 -2.45
H 4.35 -0.78 -2.07
H 0.97 -1.24 -3.29
C -1.22 -2.36 -2.20
H -1.64 -1.50 -2.72
H -1.04 -3.14 -2.94
H -1.96 -2.74 -1.49
H -0.51 -2.79 0.39
C 1.61 -2.29 1.92
H 2.55 -2.81 2.06
H 0.79 -2.93 2.24
H 1.65 -1.41 2.55
H 4.80 1.17 -0.46
H 4.21 2.97 0.69
H 3.79 1.79 1.95
H 1.97 3.45 1.36
H 1.52 0.47 1.02
H -0.59 2.57 1.69
H -0.82 0.82 1.65
H -0.15 0.84 -0.77
H -2.06 -0.20 -0.49
H -4.30 -0.21 -1.51
H -4.48 1.44 -0.85
H -4.37 -2.19 0.04
H -3.05 -1.56 1.03
H -5.87 -2.18 2.03
H -4.43 -3.16 2.33
H -4.56 -1.54 3.02
*
```

Output
Lowest unoccupied orbital energy   0.61 eV
Energy above the lowest of the compared OMol25 structures with the same formula, charge and spin   0.0 kJ/mol
Structure (SMILES)   CCCCNC(=O)[C@H]1CC[C@H](CNS(=O)(=O)c2c(C)cc(C)cc2C)CC1
HOMO level   -9.4 eV


2 unconnected molecules or ions with the total composition C6H10Cl2 in a non-equilibrium geometry. Source: the Open Molecules 2025 dataset; level of theory: wB97M-V/def2-TZVPD.

The geometry in ORCA input format:
```
! wB97M-V def2-TZVPD RIJCOSX def2/J DEFGRID3
* xyz 0 1
C -0.06 -0.65 -0.44
C 0.46 0.03 0.81
C -0.13 -0.44 -1.79
C 0.65 1.34 0.93
C 0.74 -0.92 1.93
C -0.75 -1.39 -2.75
Cl -1.23 4.25 2.19
Cl 0.57 0.97 -2.51
H -0.51 -1.60 -0.17
H 1.02 1.76 1.85
H -0.93 3.00 2.22
H 0.46 2.03 0.13
H -0.15 -1.52 2.14
H 1.02 -0.39 2.83
H 1.55 -1.59 1.65
H -1.34 -2.13 -2.23
H 0.02 -1.90 -3.33
H -1.39 -0.86 -3.46
*
```

Output
Lowest unoccupied orbital energy   0.70 eV
Energy above the lowest of the compared OMol25 structures with the same formula, charge and spin   80.6 kJ/mol
Structure (SMILES)   C=C(C)/C=C(/C)Cl.Cl
HOMO level   -8.8 eV


CH3IO in the gas phase in a non-equilibrium geometry. Source: the Open Molecules 2025 dataset; level of theory: wB97M-V/def2-TZVPD.

The geometry in ORCA input format:
```
! wB97M-V def2-TZVPD RIJCOSX def2/J DEFGRID3
* xyz 0 1
C 0.33 -0.13 0.04
O -0.32 0.27 -1.07
I -0.46 0.59 2.02
H 0.52 -1.22 0.16
H 1.16 0.61 -0.18
H -1.23 -0.13 -0.98
*
```

Output
Lowest unoccupied orbital energy   0.29 eV
Energy above the lowest of the compared OMol25 structures with the same formula, charge and spin   28.8 kJ/mol
Structure (SMILES)   OCI
HOMO level   -9.5 eV


C5H11N3Si in the gas phase in a non-equilibrium geometry. Source: the Open Molecules 2025 dataset; level of theory: wB97M-V/def2-TZVPD.

The geometry in ORCA input format:
```
! wB97M-V def2-TZVPD RIJCOSX def2/J DEFGRID3
* xyz 0 1
C 3.48 0.18 0.62
C 3.32 -0.44 -0.63
C -0.88 1.58 -1.46
C -1.15 0.57 1.74
C -0.86 -1.92 -0.45
N 2.28 0.36 1.12
N 2.01 -0.49 -0.89
N 1.42 -0.03 0.15
Si -0.34 -0.12 0.03
H 4.36 0.26 1.22
H 3.99 -0.99 -1.32
H -0.07 2.16 -1.24
H -0.82 1.25 -2.50
H -1.76 2.08 -1.20
H -0.45 1.20 2.31
H -2.01 1.18 1.40
H -1.54 -0.24 2.40
H -0.24 -2.37 -1.12
H -0.75 -2.59 0.50
H -1.94 -2.04 -0.73
*
```

Output
Lowest unoccupied orbital energy   0.93 eV
Energy above the lowest of the compared OMol25 structures with the same formula, charge and spin   218.7 kJ/mol
Structure (SMILES)   C[Si](C)(C)n1nccn1
HOMO level   -9.3 eV


2 unconnected molecules or ions with the total composition C5H15N2 in a non-equilibrium geometry. Source: the Open Molecules 2025 dataset; level of theory: wB97M-V/def2-TZVPD.

The geometry in ORCA input format:
```
! wB97M-V def2-TZVPD RIJCOSX def2/J DEFGRID3
* xyz 1 1
C -0.82 -0.78 -0.90
C -1.03 -0.23 0.54
C -0.18 -0.55 1.66
C 0.97 0.55 1.85
C 0.59 2.00 2.05
N 0.67 0.51 -3.84
N -0.78 -2.30 -0.77
H -1.55 -0.41 -1.53
H 0.17 -0.42 -1.24
H 1.53 0.74 -4.31
H -2.02 0.14 0.96
H 0.36 -1.52 1.68
H -0.55 -0.43 2.66
H 1.65 0.18 2.75
H 1.51 0.28 0.94
H 1.42 2.64 2.24
H 0.08 2.32 1.03
H -0.15 0.69 -4.45
H -0.35 1.95 2.73
H 0.68 -0.43 -3.45
H -0.48 -2.20 0.18
H -1.72 -2.71 -0.78
*
```

Output
Lowest unoccupied orbital energy   -7.07 eV
Energy above the lowest of the compared OMol25 structures with the same formula, charge and spin   493.7 kJ/mol
HOMO level   -12.8 eV


A gas-phase ion, C6H12NO (charge +1) in a non-equilibrium geometry. Source: the Open Molecules 2025 dataset; level of theory: wB97M-V/def2-TZVPD.

The geometry in ORCA input format:
```
! wB97M-V def2-TZVPD RIJCOSX def2/J DEFGRID3
* xyz 1 1
C -1.99 -0.04 0.73
C -2.18 1.19 0.28
C -0.14 1.10 -0.68
C 2.13 0.56 0.56
C -1.19 -1.71 -0.85
C 0.85 1.52 0.42
N -0.79 -0.71 0.15
O -1.33 1.65 -0.68
H -2.22 -0.55 1.63
H -2.81 1.93 0.76
H 0.29 0.85 -1.67
H 2.67 0.69 1.62
H 2.81 0.86 -0.16
H 1.84 -0.47 0.44
H -1.69 -2.61 -0.40
H -1.80 -1.18 -1.63
H -0.28 -2.10 -1.47
H 1.19 2.53 0.19
H 0.23 1.63 1.39
H -0.16 -1.09 0.94
*
```

Output
Lowest unoccupied orbital energy   -4.34 eV
Energy above the lowest of the compared OMol25 structures with the same formula, charge and spin   259.0 kJ/mol
HOMO level   -14.3 eV